[1]
{
  "formula": "C2ClFN4",
  "method": "wB97M-V/def2-TZVPD",
  "elements": ["F", "C", "N", "N", "N", "N", "C", "Cl"],
  "positions_angstrom": [[-1.635380, -0.148115, 1.412676], [-0.726658, 0.118717, 0.491888], [-0.887647, 1.188487, -0.231726], [0.020977, 1.463026, -1.175361], [1.038049, 0.681669, -1.370268], [1.226466, -0.424402, -0.644878], [0.367692, -0.734032, 0.289535], [0.596503, -2.145351, 1.228135]],
  "forces_ev_per_a": [[0.2602, 0.0957, -0.2320], [-0.1473, 0.2280, -0.1856], [0.2127, -0.3859, 0.1574], [0.1560, -0.4350, 0.2357], [-0.2721, 0.1177, 0.1159], [-0.1760, 0.0488, 0.1087], [-0.0274, 0.1927, -0.0895], [-0.0061, 0.1380, -0.1106]],
  "mulliken_charge": [-0.22, 0.49, -0.16, -0.19, -0.21, -0.16, 0.55, -0.11],
  "total_charge": 0,
  "homo_lumo_gap_ev": 9.92,
  "relative_energy_kj_mol": 0.25,
  "e_tot_ha": -855.20065,
  "smiles": "Fc1nnnnc1Cl",
  "spin_multiplicity": 1
}

---

[2]
{
  "formula": "C2ClNO2S",
  "method": "wB97M-V/def2-TZVPD",
  "elements": ["N", "C", "C", "O", "Cl", "O", "S"],
  "positions_angstrom": [[-0.056139, -1.668576, -1.075934], [0.700133, -0.947229, -0.595272], [1.621707, 0.024587, -0.133025], [2.635694, -0.027167, 0.458884], [0.664551, 1.664338, -0.320649], [-3.110089, 0.289393, 0.185142], [-2.455858, 0.664652, 1.480851]],
  "forces_ev_per_a": [[0.2104, 0.1153, 0.2906], [-0.3677, -1.2086, -0.9322], [-0.5438, 2.6545, 1.4424], [-0.3965, -0.3120, -0.8172], [1.1004, -1.2418, 0.0105], [0.5063, 0.2889, 0.9753], [-0.5091, -0.2962, -0.9694]],
  "mulliken_charge": [-0.22, 0.22, 0.51, -0.32, -0.18, -0.27, 0.27],
  "total_charge": 0,
  "homo_lumo_gap_ev": [7.76, 7.76],
  "relative_energy_kj_mol": 94.67,
  "e_tot_ha": -1139.72121,
  "smiles": "N#CC(=O)Cl.O=S",
  "spin_multiplicity": 1
}

---

[3]
{
  "formula": "C2CsF6O6S2",
  "method": "wB97M-V/def2-TZVPD",
  "elements": ["Cs", "C", "F", "F", "F", "S", "O", "O", "O", "C", "F", "F", "F", "S", "O", "O", "O"],
  "positions_angstrom": [[2.010133, -1.232462, 1.178949], [-1.599788, -3.053228, -2.657654], [-2.372917, -3.420940, -1.642827], [-1.758634, -3.820155, -3.699078], [-1.939151, -1.808825, -3.051241], [0.197535, -2.992177, -2.032312], [1.011645, -2.931204, -3.252473], [0.314807, -1.812118, -1.173986], [0.443698, -4.261647, -1.350175], [0.379711, 4.012451, 1.856526], [-0.607765, 4.076344, 0.976648], [1.518906, 4.370967, 1.259677], [0.138072, 4.851288, 2.869181], [0.532850, 2.256455, 2.566817], [1.044844, 1.465396, 1.469500], [1.498919, 2.324911, 3.636972], [-0.812871, 1.974952, 3.045480]],
  "forces_ev_per_a": [[-0.3690, 0.1351, -0.2757], [1.8330, 1.7362, 1.0049], [-0.6136, -0.2313, -0.1220], [-0.2190, -1.1041, -0.4590], [-0.2768, -0.0477, 0.2583], [2.3702, -1.2968, -1.2455], [-1.2062, 0.6294, 0.5877], [-0.6423, -0.2666, -0.1152], [-1.0105, 0.6097, 0.3293], [0.4511, -1.7143, 0.9753], [-0.2211, 0.2923, -0.2370], [0.0497, 0.3065, -0.1276], [-0.0788, 0.3055, -0.2433], [-0.7153, 0.2968, 1.5014], [-0.2624, -0.3917, -1.1221], [0.4332, 0.6203, 0.2047], [0.4777, 0.1207, -0.9141]],
  "mulliken_charge": [1.06, 0.58, -0.22, -0.20, -0.24, 1.09, -0.68, -0.67, -0.69, 0.56, -0.22, -0.23, -0.22, 1.10, -0.68, -0.67, -0.67],
  "total_charge": -1,
  "homo_lumo_gap_ev": 8.23,
  "relative_energy_kj_mol": 60.07,
  "e_tot_ha": -1943.54086,
  "spin_multiplicity": 1
}

---

[4]
{
  "formula": "C2F2I2",
  "method": "wB97M-V/def2-TZVPD",
  "elements": ["F", "C", "C", "F", "I", "I"],
  "positions_angstrom": [[0.817777, 1.722767, -0.586531], [0.418745, 0.529480, -0.269660], [0.716810, -0.590483, 0.110038], [0.342177, -1.799399, 0.365045], [-3.637882, 0.051540, -1.419635], [-5.023278, -0.202963, 0.841354]],
  "forces_ev_per_a": [[-0.6151, -0.2083, 0.0375], [1.6250, 0.4737, 0.0608], [-1.5254, -0.2841, -0.2569], [0.4843, 0.0189, 0.1531], [-0.0819, -0.0198, 0.1758], [0.1130, 0.0196, -0.1703]],
  "mulliken_charge": [-0.18, 0.17, 0.18, -0.17, 0.00, 0.00],
  "total_charge": 0,
  "homo_lumo_gap_ev": 7.70,
  "relative_energy_kj_mol": 211.97,
  "e_tot_ha": -871.18984,
  "smiles": "FC#CF.II",
  "spin_multiplicity": 1
}

---

[5]
{
  "formula": "C2F2NO3S",
  "method": "wB97M-V/def2-TZVPD",
  "elements": ["C", "C", "N", "O", "O", "O", "F", "F", "S"],
  "positions_angstrom": [[1.039566, 0.410611, -0.919502], [0.370717, -0.726373, 0.315690], [2.049115, 0.550588, -1.475218], [-1.379494, 0.798845, 1.506689], [-0.289794, 1.360818, -0.766257], [-2.141828, -0.257789, -0.527003], [1.002694, -0.468377, 1.538417], [0.416865, -1.982187, 0.125762], [-1.067843, 0.313868, 0.201419]],
  "forces_ev_per_a": [[-1.0324, -2.8096, 2.8414], [2.9054, 5.1919, -0.8929], [1.4060, 0.5051, -1.2456], [0.0739, 0.7492, 0.5442], [-1.1415, -1.8841, 2.1659], [-0.8627, -1.0587, -0.8899], [-0.6013, -0.3730, -1.0682], [-0.5508, -2.3629, -0.5936], [-0.1967, 2.0421, -0.8614]],
  "mulliken_charge": [0.12, 0.68, -0.71, -0.60, -0.37, -0.62, -0.26, -0.23, 0.99],
  "total_charge": -1,
  "homo_lumo_gap_ev": 7.98,
  "relative_energy_kj_mol": 246.13,
  "e_tot_ha": -954.57805,
  "spin_multiplicity": 1
}

---

[6]
{
  "formula": "C2F2O2S",
  "method": "wB97M-V/def2-TZVPD",
  "elements": ["C", "C", "O", "O", "F", "F", "S"],
  "positions_angstrom": [[-0.400551, -0.266984, 0.395875], [1.081028, -0.224486, -0.011280], [-0.725677, -0.632442, 1.434897], [-0.998372, 0.102692, -0.690369], [0.886391, 1.653615, -0.726289], [-2.372073, 0.014120, -0.503262], [2.529252, -0.646514, 0.100427]],
  "forces_ev_per_a": [[3.5903, 0.1056, -1.8533], [-0.1563, 3.3051, -0.5209], [-1.5375, -0.8699, 3.0144], [-1.5516, 0.5247, -1.8161], [0.4635, -2.6782, 1.0873], [-0.5803, -0.1043, 0.1575], [-0.2281, -0.2830, -0.0688]],
  "mulliken_charge": [0.77, 0.40, -0.34, 0.01, -0.56, -0.12, -0.16],
  "total_charge": 0,
  "homo_lumo_gap_ev": 8.67,
  "relative_energy_kj_mol": 253.40,
  "e_tot_ha": -824.36508,
  "spin_multiplicity": 1
}

---

One value per record, in order, for maximum force: 0.0101 0.0597 0.0579 0.0329 0.1170 0.0786 Eh/bohr.